(1)
Molecular formula: C3H4O2S
Method: DFT, ωB97M-V with the def2-TZVPD basis set

Last column: Mulliken charge in e.
Positions of all 10 atoms, in Å:
S (1.71986, -0.06120, -0.22515)  -0.12
O (1.23547, -1.68113, 1.84180)  -0.49
O (-0.54762, -0.88013, 0.78935)  -0.31
C (-0.95546, -0.06695, -0.31425)  -0.32
C (0.77203, -1.01419, 0.97037)  0.58
C (0.20777, 0.90253, -0.55668)  -0.52
H (0.32775, 1.31872, -1.53802)  0.36
H (0.27726, 1.68601, 0.20062)  0.29
H (-1.11179, -0.73936, -1.10755)  0.30
H (-1.92527, 0.53568, -0.06048)  0.23

Cartesian forces (eV/Å) of the 3 atoms listed first:
S -0.5565 -0.4339 0.1739
O -0.0225 -0.0644 -0.1788
O -0.8663 0.2244 0.3873

Values from the calculation:
energy above the lowest of the compared OMol25 structures with the same formula, charge and spin	3.43	kcal/mol
SMILES	O=C1OCCS1
HOMO energy	-0.35762	Ha
HOMO-LUMO gap	10.277	eV
2S+1	1
net charge	0

***

(2)
Molecular formula: C27H37Cl2MnN7O8SSi3
Method: DFT, ωB97M-V with the def2-TZVPD basis set

Last column: Mulliken charge in e.
Positions of all 86 atoms, in Å:
Mn (-0.19523, -0.11800, 0.56166)  1.75
Cl (-2.38061, -3.57671, 3.74326)  -0.18
Cl (0.10419, -2.00043, 3.50437)  0.03
S (-4.90280, -0.88946, 2.59381)  -0.44
Si (2.71260, 0.28592, -2.79744)  0.46
Si (-0.30234, 0.97610, -2.68076)  -0.57
Si (0.71414, -1.89478, -1.96525)  0.56
O (4.06824, 4.81799, 5.00326)  -0.67
O (1.69046, -0.59523, 1.18561)  -0.29
O (3.36752, -0.86636, 2.62377)  -0.81
O (-0.56673, 4.82621, 3.91378)  -0.66
O (-0.19896, 1.15591, 2.31586)  -0.51
O (-1.54597, 2.91559, 3.87915)  -0.59
O (-0.08587, -2.05092, -0.42009)  0.23
O (5.33051, 3.21199, 4.32792)  -0.66
N (-1.35687, 3.44852, -1.80366)  -1.03
N (-2.61464, -0.99943, 1.35012)  0.89
N (-2.65301, 0.42150, 3.22322)  -0.27
N (4.23438, 3.73258, 4.46196)  1.04
N (-3.79622, 3.24891, -2.12184)  -0.89
N (-1.38979, 1.25740, -0.60946)  -0.39
N (-0.54537, 3.61120, 3.79222)  0.95
C (3.07897, 3.05006, 3.91383)  -0.73
C (3.26548, -0.47342, -4.45613)  -1.20
C (-1.36707, -2.27780, 4.42837)  -0.16
C (4.06392, -0.16572, -1.54533)  -0.79
C (1.02442, -0.18953, -2.31479)  0.73
C (-3.22846, -0.41993, 2.33668)  -0.16
C (-1.91685, 0.47507, -1.79027)  -0.44
C (-0.56552, 1.56248, -4.44542)  -1.22
C (-0.50275, -2.79910, -3.10123)  -1.29
C (0.81746, 1.71461, 2.84166)  0.14
C (-4.76236, -1.98571, 1.25356)  1.06
C (-4.12192, -3.53921, -0.91226)  -1.23
C (1.83826, 3.63308, 4.03219)  -0.52
C (-5.40083, -3.61200, -0.36117)  -0.51
C (3.22278, 1.79988, 3.30826)  -0.39
C (2.89123, 2.14140, -3.13464)  -1.14
C (-0.06789, -3.29500, 0.26312)  -1.08
C (0.52187, 2.85351, -0.42061)  -1.84
C (-5.73264, -2.82675, 0.72963)  -0.43
C (2.22426, -3.00356, -1.75796)  -1.45
C (2.42503, -0.22655, 2.16405)  -0.43
C (0.73355, 2.96073, 3.54593)  -0.29
C (-3.15852, -2.69733, -0.38592)  0.73
C (-3.46978, -1.90588, 0.71706)  -1.43
C (-0.56565, 2.33266, -1.34049)  1.60
C (2.14207, 1.14515, 2.77834)  1.25
C (-2.62794, 3.31433, -1.96476)  0.62
H (-0.81338, -3.78125, -2.72773)  0.27
H (-3.25053, 1.09260, 3.67717)  0.24
H (2.91450, -2.91139, -2.59918)  0.30
H (4.18824, 1.31735, 3.26449)  0.61
H (-0.31026, -4.11604, -0.42118)  0.21
H (-1.95006, -1.36353, 4.42193)  -0.01
H (-0.87552, 0.71717, -5.06801)  0.36
H (-1.39549, -2.18928, -3.26164)  0.30
H (1.94629, -4.05691, -1.66750)  0.38
H (4.61481, -1.06191, -1.84552)  0.29
H (-2.10796, -0.56498, -1.53012)  -0.24
H (-3.87383, -4.14201, -1.77719)  0.43
H (3.27287, -1.56682, -4.43060)  0.28
H (0.91282, -3.47472, 0.70635)  0.18
H (1.24796, 2.07818, -0.14520)  0.12
H (3.95021, 2.37736, -3.28005)  0.43
H (-6.72404, -2.86511, 1.16312)  0.37
H (-1.71916, 0.78796, 2.99764)  0.30
H (-0.03015, -2.94680, -4.07712)  0.41
H (2.36023, 2.43773, -4.04264)  0.27
H (1.05213, 3.66584, -0.91732)  0.46
H (2.52081, 2.75932, -2.31738)  0.22
H (0.34004, 1.98744, -4.88334)  0.28
H (-6.13984, -4.27733, -0.78951)  0.36
H (-1.09668, -2.58600, 5.43064)  0.46
H (2.76222, -2.70592, -0.85435)  0.31
H (-2.82993, 0.92384, -2.18317)  0.55
H (4.79217, 0.64732, -1.46163)  0.41
H (-0.81451, -3.27683, 1.05491)  0.20
H (-2.14050, 1.71032, -0.08426)  0.28
H (0.07077, 3.27028, 0.48589)  0.28
H (2.57199, -0.16667, -5.24491)  0.27
H (3.64302, -0.34454, -0.55413)  -0.11
H (-2.17669, -2.63275, -0.82730)  -0.12
H (4.27011, -0.13752, -4.73491)  0.33
H (-1.34876, 2.32235, -4.45387)  0.33
H (1.71733, 4.58928, 4.51448)  0.62

Cartesian forces (eV/Å) of the 3 atoms listed first:
Mn 0.0460 0.0939 -0.1314
Cl 0.0313 0.0021 -0.0150
Cl -0.0477 -0.0758 0.0841

Values from the calculation:
energy above the lowest of the compared OMol25 structures with the same formula, charge and spin	0.00	kcal/mol
HOMO energy (spin up / spin down)	-0.04751 / -0.04807	Ha
HOMO-LUMO gap (spin up / spin down)	4.891 / 4.906	eV
2S+1	6
net charge	-2

***

(3)
Molecular formula: C3H14O5
Method: DFT, ωB97M-V with the def2-TZVPD basis set

Last column: Mulliken charge in e.
Positions of all 22 atoms, in Å:
O (0.23030, -3.64660, -2.30330)  -0.62
O (1.11006, 1.42444, -2.67099)  -0.62
O (-1.04802, -1.74713, -1.09034)  -0.72
O (-0.91204, -0.26379, 1.53536)  -0.59
O (-1.13184, 0.88965, -0.90782)  -0.68
C (0.68029, 1.26646, 2.57303)  -0.04
C (1.07555, 1.95920, 1.52526)  -0.83
C (0.12700, -0.15215, 2.54939)  -0.24
H (-0.07783, -3.31126, -1.44720)  0.38
H (0.17247, -2.82202, -2.78533)  0.29
H (-0.31393, -0.52396, 3.49804)  0.28
H (1.61857, 2.90036, 1.65298)  0.24
H (0.91989, -0.80804, 2.18803)  0.26
H (-1.54020, -1.41161, -1.85554)  0.31
H (0.74746, 1.63440, 3.60617)  0.29
H (-0.86153, 0.74018, 0.03291)  0.32
H (0.20026, 1.27734, -2.36085)  0.35
H (0.98882, 1.38362, -3.62560)  0.32
H (-0.38290, -1.04532, -1.10382)  0.42
H (1.09647, 1.71146, 0.48561)  0.32
H (-1.58840, 1.73243, -0.81089)  0.29
H (-1.11046, -1.18764, 1.31490)  0.28

Cartesian forces (eV/Å) of the 3 atoms listed first:
O 0.2521 -0.2385 0.2233
O -0.5972 -0.1545 -0.3136
O 0.0241 0.7679 -0.3876

Values from the calculation:
energy above the lowest of the compared OMol25 structures with the same formula, charge and spin	39.78	kcal/mol
SMILES	C=CCO.O.O.O.O
HOMO energy	-0.37936	Ha
HOMO-LUMO gap	10.678	eV
2S+1	1
net charge	0

***

(4)
Molecular formula: C5H10O2
Method: DFT, ωB97M-V with the def2-TZVPD basis set

Last column: Mulliken charge in e.
Positions of all 17 atoms, in Å:
O (2.34529, 0.01752, 1.02481)  -0.50
O (-2.23523, -0.62666, -0.26269)  -0.18
C (1.51347, -0.52825, 0.02321)  -0.72
C (-0.21700, 1.22471, 0.58258)  -1.51
C (0.06331, -0.27035, 0.42419)  0.81
C (-2.79244, 0.48138, -0.65533)  -0.37
C (-0.86259, -0.93371, -0.59588)  -0.92
H (3.26377, -0.12757, 0.76940)  0.31
H (0.13391, 1.79013, -0.28970)  0.34
H (-0.78007, -2.02500, -0.56824)  0.37
H (-0.67105, -0.57378, -1.61589)  0.42
H (1.70979, -0.06005, -0.95734)  0.35
H (0.28520, 1.61536, 1.46902)  0.35
H (1.68570, -1.61195, -0.08792)  0.35
H (-1.28616, 1.42236, 0.71118)  0.48
H (-0.09953, -0.76285, 1.39109)  0.21
H (-2.05636, 0.96872, -1.36248)  0.21

Cartesian forces (eV/Å) of the 3 atoms listed first:
O 0.3106 -0.0098 0.0125
O -0.3020 0.2274 -0.0459
C -0.3020 -0.1635 -0.2994

Values from the calculation:
energy above the lowest of the compared OMol25 structures with the same formula, charge and spin	101.24	kcal/mol
HOMO energy	-0.31546	Ha
HOMO-LUMO gap	9.268	eV
2S+1	1
net charge	0

***

(5)
Molecular formula: C4H6N2O
Method: DFT, ωB97M-V with the def2-TZVPD basis set

Last column: Mulliken charge in e.
Positions of all 13 atoms, in Å:
O (-2.21998, -1.52942, 0.96449)  -0.55
N (1.32671, 0.53767, -0.86302)  -0.54
N (-0.47023, -1.22356, -0.50161)  -0.17
C (1.26085, 2.45335, 0.68289)  -0.68
C (0.68666, -0.58237, -1.01304)  0.16
C (-1.10025, -1.08360, 0.68985)  0.15
C (0.68821, 1.49680, -0.08040)  0.02
H (-0.48658, 1.48450, -0.05291)  0.28
H (-0.70370, -2.02591, -1.20249)  0.29
H (-0.28980, -0.57352, 1.42901)  0.28
H (1.09689, -1.22827, -1.84474)  0.26
H (2.39700, 2.59585, 0.65606)  0.26
H (0.53789, 3.07892, 1.17591)  0.26

Cartesian forces (eV/Å) of the 3 atoms listed first:
O 2.8108 1.0829 -0.5665
N -1.9990 -1.5783 0.3254
N 0.7601 -1.3515 -3.3796

Values from the calculation:
energy above the lowest of the compared OMol25 structures with the same formula, charge and spin	60.51	kcal/mol
SMILES	C=C/N=C\NC=O
HOMO energy	-0.33409	Ha
HOMO-LUMO gap	9.444	eV
2S+1	1
net charge	0

***

(6)
Molecular formula: C14H16
Method: DFT, ωB97M-V with the def2-TZVPD basis set

Last column: Mulliken charge in e.
Positions of all 30 atoms, in Å:
C (-0.31567, -1.26510, 3.09198)  -0.38
C (0.99562, -0.10597, -2.50485)  0.63
C (0.54058, -0.28718, -3.82089)  -0.53
C (0.64669, 1.33425, 3.27557)  -0.51
C (0.61900, -0.91940, 4.07758)  -0.43
C (-0.27766, 0.99526, 2.29346)  -0.37
C (-1.45906, 0.98437, -3.32527)  -0.65
C (1.05580, 0.38054, 4.19736)  -0.44
C (2.21526, -0.83875, -2.02234)  -1.42
C (0.20766, 0.63030, -1.64739)  -0.21
C (-0.66525, 0.24038, -4.20652)  -0.38
C (-0.85816, -0.28140, 2.28914)  0.70
C (-1.84281, -0.58958, 1.19911)  -1.14
C (-1.01815, 1.15243, -2.03445)  -0.24
H (1.16206, -0.76064, -4.57463)  0.32
H (0.51010, 0.65934, -0.60422)  0.41
H (0.90583, -1.63075, 4.83851)  0.35
H (-1.50230, -0.24353, 0.21572)  0.02
H (-0.47454, -2.33074, 2.94665)  0.32
H (-1.72817, 1.53858, -1.32264)  0.43
H (-2.81364, -0.11626, 1.33685)  0.34
H (-1.03140, 0.07118, -5.21288)  0.35
H (-0.76205, 1.79205, 1.74097)  0.42
H (1.78244, 0.70782, 4.92327)  0.35
H (2.10739, -1.19240, -0.99501)  0.33
H (-2.44064, 1.15573, -3.74890)  0.33
H (0.96964, 2.36988, 3.28698)  0.36
H (-2.07248, -1.62407, 0.97816)  0.37
H (3.07532, -0.16094, -1.99762)  0.31
H (2.46858, -1.66540, -2.67372)  0.36

Cartesian forces (eV/Å) of the 3 atoms listed first:
C 0.8739 -0.1953 0.6712
C -0.1689 -0.6818 -0.6931
C 0.5901 0.4350 0.1236

Values from the calculation:
energy above the lowest of the compared OMol25 structures with the same formula, charge and spin	15.21	kcal/mol
SMILES	Cc1ccccc1.Cc1ccccc1
HOMO energy	-0.33181	Ha
HOMO-LUMO gap	9.983	eV
2S+1	1
net charge	0